# C24H27ClN

The ion C24H27ClN with charge +1 in a non-equilibrium geometry (ωB97M-V with the def2-TZVPD basis set, OMol25).

Output
* SMILES string: Clc1ccc([C@]2(CC(c3ccccc3)=[N+]3CCCCC3)C=CCC2)cc1
* frontier orbital gap: 7.21 eV
* LUMO energy: -4.26 eV
* energy relative to the best compared isomer or geometry (same formula, charge and spin): 0.00 kcal/mol
* charge: +1

The geometry in XYZ format:
```
53
C24H27ClN ωB97M-V with the def2-TZVPD basis set
C -1.58 3.54 -1.14
C -1.97 2.09 -1.41
C -1.82 1.20 -0.18
N -0.48 1.32 0.42
C 0.10 0.29 1.05
C -0.10 -1.14 0.61
C 0.83 0.56 2.29
C 2.15 0.10 2.56
C 2.81 0.52 3.71
C 2.18 1.38 4.62
C 0.84 1.74 4.43
C 0.17 1.31 3.29
C -0.17 2.73 0.79
C -0.24 3.64 -0.44
H -1.56 4.09 -2.09
H -2.36 4.00 -0.51
H -3.01 2.02 -1.76
H -1.34 1.68 -2.22
H -2.56 1.52 0.58
H -2.03 0.16 -0.44
H 0.36 -1.71 1.43
H -1.19 -1.38 0.66
H 2.65 -0.56 1.84
H 3.84 0.19 3.90
H 2.71 1.75 5.50
H 0.31 2.37 5.14
H -0.89 1.55 3.15
H -0.93 3.06 1.51
H 0.81 2.83 1.25
H 0.58 3.38 -1.12
H -0.05 4.67 -0.11
Cl -3.99 -2.63 -4.66
C -2.69 -2.39 -3.58
C -1.82 -1.31 -3.76
C -0.78 -1.09 -2.85
C -0.61 -1.94 -1.75
C 0.49 -1.69 -0.69
C 1.17 -3.07 -0.37
C 2.64 -2.76 -0.03
C 2.86 -1.45 -0.74
C 1.71 -0.88 -1.15
C -1.44 -3.06 -1.63
C -2.49 -3.29 -2.53
H -1.96 -0.64 -4.60
H -0.09 -0.26 -3.00
H 0.67 -3.64 0.41
H 1.16 -3.66 -1.29
H 2.75 -2.65 1.06
H 3.32 -3.56 -0.35
H 3.87 -1.08 -0.88
H 1.59 0.07 -1.68
H -1.27 -3.77 -0.82
H -3.14 -4.14 -2.41
```

Here is what natural (NBO) gives for the atomic charges, in e: atom 1 (C): -0.40, atom 2 (C): -0.41, atom 3 (C): -0.23, atom 4 (N): -0.31, atom 5 (C): 0.53, atom 6 (C): -0.51, atom 7 (C): -0.11, atom 8 (C): -0.18, atom 9 (C): -0.20, atom 10 (C): -0.15, atom 11 (C): -0.22, atom 12 (C): -0.17, atom 13 (C): -0.23, atom 14 (C): -0.41, atom 15 (H): 0.24, atom 16 (H): 0.21, atom 17 (H): 0.24, atom 18 (H): 0.21, atom 19 (H): 0.22, atom 20 (H): 0.24, atom 21 (H): 0.25, atom 22 (H): 0.27, atom 23 (H): 0.23, atom 24 (H): 0.24, atom 25 (H): 0.24, atom 26 (H): 0.24, atom 27 (H): 0.22, atom 28 (H): 0.21, atom 29 (H): 0.24, atom 30 (H): 0.21, atom 31 (H): 0.24, atom 32 (Cl): 0.05, atom 33 (C): -0.04, atom 34 (C): -0.22, atom 35 (C): -0.21, atom 36 (C): -0.05, atom 37 (C): -0.09, atom 38 (C): -0.37, atom 39 (C): -0.46, atom 40 (C): -0.15, atom 41 (C): -0.22, atom 42 (C): -0.16, atom 43 (C): -0.23, atom 44 (H): 0.24, atom 45 (H): 0.21, atom 46 (H): 0.21, atom 47 (H): 0.23, atom 48 (H): 0.21, atom 49 (H): 0.24, atom 50 (H): 0.23, atom 51 (H): 0.22, atom 52 (H): 0.21, atom 53 (H): 0.24

# C24H29O3RuSSi

A structure of composition C24H29O3RuSSi (ωB97M-V with the def2-TZVPD basis set, OMol25).

Output
* <S²>: 0.784
* frontier orbital gap (spin up / spin down): 7.45 / 7.41 eV
* 2S+1: 2
* LUMO energy (spin up / spin down): 0.34 / 0.17 eV
* energy relative to the best compared isomer or geometry (same formula, charge and spin): 0.00 kcal/mol

The geometry in XYZ format:
```
59
C24H29O3RuSSi ωB97M-V with the def2-TZVPD basis set
Ru -0.85 -1.12 -0.72
C -1.18 -2.19 2.25
O -0.19 -1.60 1.41
C 1.08 -2.25 1.42
C 1.08 -3.39 0.45
O 0.69 -2.83 -0.81
C 0.20 -3.79 -1.76
C -1.06 -4.49 -1.27
O -1.87 -3.53 -0.64
C -3.27 -3.71 -0.79
H -0.79 -2.29 3.26
H -1.51 -3.16 1.87
H -2.03 -1.50 2.25
H 1.33 -2.59 2.43
H 1.80 -1.50 1.12
H 0.37 -4.17 0.75
H 2.07 -3.84 0.37
H 0.99 -4.52 -1.99
H -0.01 -3.19 -2.64
H -0.84 -5.31 -0.58
H -1.55 -4.93 -2.15
H -3.52 -3.89 -1.84
H -3.74 -2.79 -0.48
H -3.63 -4.55 -0.18
S -2.12 -0.42 -2.14
C 4.02 0.40 1.82
C 2.89 0.80 2.53
C 1.70 1.06 1.85
C 1.61 0.91 0.47
C 2.76 0.52 -0.22
C 3.95 0.26 0.44
Si -0.05 1.08 -0.46
C -1.16 2.06 0.75
C -2.35 1.53 1.24
C -3.14 2.23 2.15
C -2.76 3.49 2.57
C -1.59 4.05 2.08
C -0.80 3.34 1.18
C 0.39 2.29 -1.86
C -0.28 2.35 -3.09
C 0.04 3.32 -4.03
C 1.04 4.25 -3.78
C 1.71 4.20 -2.57
C 1.39 3.23 -1.63
H 4.95 0.20 2.34
H 2.94 0.93 3.60
H 0.83 1.37 2.42
H 2.72 0.41 -1.30
H 4.83 -0.04 -0.12
H -2.67 0.55 0.89
H -4.06 1.79 2.51
H -3.37 4.04 3.27
H -1.28 5.04 2.40
H 0.11 3.80 0.81
H -1.06 1.63 -3.31
H -0.50 3.34 -4.98
H 1.28 5.00 -4.52
H 2.50 4.92 -2.36
H 1.95 3.21 -0.70
```

Here is what natural (NBO) gives for the atomic charges, in e: atom 1 (Ru): 0.11, atom 2 (C): -0.25, atom 3 (O): -0.54, atom 4 (C): -0.10, atom 5 (C): -0.10, atom 6 (O): -0.53, atom 7 (C): -0.09, atom 8 (C): -0.09, atom 9 (O): -0.58, atom 10 (C): -0.24, atom 11 (H): 0.18, atom 12 (H): 0.18, atom 13 (H): 0.22, atom 14 (H): 0.20, atom 15 (H): 0.24, atom 16 (H): 0.18, atom 17 (H): 0.20, atom 18 (H): 0.19, atom 19 (H): 0.23, atom 20 (H): 0.17, atom 21 (H): 0.20, atom 22 (H): 0.18, atom 23 (H): 0.22, atom 24 (H): 0.17, atom 25 (S): -0.27, atom 26 (C): -0.23, atom 27 (C): -0.22, atom 28 (C): -0.22, atom 29 (C): -0.50, atom 30 (C): -0.15, atom 31 (C): -0.25, atom 32 (Si): 1.39, atom 33 (C): -0.50, atom 34 (C): -0.21, atom 35 (C): -0.21, atom 36 (C): -0.22, atom 37 (C): -0.24, atom 38 (C): -0.13, atom 39 (C): -0.50, atom 40 (C): -0.13, atom 41 (C): -0.23, atom 42 (C): -0.22, atom 43 (C): -0.21, atom 44 (C): -0.21, atom 45 (H): 0.21, atom 46 (H): 0.21, atom 47 (H): 0.22, atom 48 (H): 0.21, atom 49 (H): 0.21, atom 50 (H): 0.22, atom 51 (H): 0.20, atom 52 (H): 0.21, atom 53 (H): 0.21, atom 54 (H): 0.20, atom 55 (H): 0.21, atom 56 (H): 0.21, atom 57 (H): 0.21, atom 58 (H): 0.21, atom 59 (H): 0.21

# C22H28F10N4OPtSSi

A structure of composition C22H28F10N4OPtSSi in a non-equilibrium geometry (ωB97M-V with the def2-TZVPD basis set, OMol25).

Output
* frontier orbital gap: 7.29 eV
* LUMO energy: 0.28 eV
* energy relative to the best compared isomer or geometry (same formula, charge and spin): 8.84 kcal/mol

The geometry in XYZ format:
```
68
C22H28F10N4OPtSSi ωB97M-V with the def2-TZVPD basis set
Pt 0.07 0.37 -0.16
C 2.60 2.58 -1.92
Si 2.96 0.88 -1.22
C 2.47 -0.34 -2.55
C 4.81 0.80 -1.06
N 2.02 0.58 0.24
C 2.42 0.57 1.58
C 3.76 0.36 1.96
C 4.20 0.35 3.27
C 3.31 0.52 4.32
C 1.97 0.71 4.00
C 1.56 0.73 2.69
F 0.21 0.92 2.52
H 3.42 2.90 -2.56
H 2.47 3.33 -1.13
H 1.69 2.57 -2.52
H 2.63 0.11 -3.54
H 1.41 -0.60 -2.48
H 3.05 -1.27 -2.52
H 5.24 1.03 -2.05
H 5.18 -0.19 -0.77
H 5.20 1.53 -0.35
H 4.48 0.18 1.18
H 5.25 0.20 3.48
H 3.63 0.50 5.35
H 1.22 0.84 4.77
C -3.41 2.43 1.96
N -2.07 2.43 1.40
C -1.78 2.83 0.17
S -0.13 2.68 -0.38
N -2.71 3.46 -0.53
C -2.58 3.90 -1.91
H -3.35 2.14 3.00
H -4.07 1.72 1.44
H -3.84 3.43 1.91
H -1.38 1.83 1.81
H -3.64 3.41 -0.17
H -1.74 3.41 -2.38
H -2.43 4.98 -1.96
H -3.49 3.64 -2.45
F -1.54 -2.51 -1.63
C -2.74 -2.01 -1.30
F -2.99 -2.32 -0.03
F -3.65 -2.64 -2.04
C -2.73 -0.45 -1.48
O -2.01 0.20 -0.53
C -2.24 -0.14 -2.94
F -2.59 1.11 -3.30
F -2.74 -0.97 -3.86
F -0.91 -0.21 -3.03
C -4.23 0.01 -1.38
F -4.78 -0.44 -0.24
F -4.33 1.35 -1.35
F -4.98 -0.42 -2.39
C -0.13 -5.76 1.18
C 0.08 -4.29 1.00
C 1.02 -3.79 0.11
C 1.15 -2.42 -0.06
N 0.39 -1.54 0.60
C -0.49 -2.01 1.49
C -0.67 -3.36 1.72
H 0.38 -6.33 0.41
H -1.19 -6.01 1.14
H 0.25 -6.09 2.15
H 1.66 -4.45 -0.46
H 1.88 -2.00 -0.73
H -1.07 -1.27 2.03
H -1.41 -3.69 2.44
```

Here is what natural (NBO) gives for the atomic charges, in e: atom 1 (Pt): 0.77, atom 2 (C): -1.16, atom 3 (Si): 1.84, atom 4 (C): -1.15, atom 5 (C): -1.15, atom 6 (N): -1.05, atom 7 (C): 0.11, atom 8 (C): -0.21, atom 9 (C): -0.22, atom 10 (C): -0.26, atom 11 (C): -0.25, atom 12 (C): 0.32, atom 13 (F): -0.37, atom 14 (H): 0.23, atom 15 (H): 0.24, atom 16 (H): 0.24, atom 17 (H): 0.24, atom 18 (H): 0.25, atom 19 (H): 0.22, atom 20 (H): 0.24, atom 21 (H): 0.23, atom 22 (H): 0.24, atom 23 (H): 0.21, atom 24 (H): 0.21, atom 25 (H): 0.21, atom 26 (H): 0.22, atom 27 (C): -0.44, atom 28 (N): -0.57, atom 29 (C): 0.42, atom 30 (S): -0.19, atom 31 (N): -0.57, atom 32 (C): -0.42, atom 33 (H): 0.23, atom 34 (H): 0.21, atom 35 (H): 0.20, atom 36 (H): 0.44, atom 37 (H): 0.40, atom 38 (H): 0.25, atom 39 (H): 0.20, atom 40 (H): 0.21, atom 41 (F): -0.32, atom 42 (C): 0.96, atom 43 (F): -0.32, atom 44 (F): -0.31, atom 45 (C): 0.04, atom 46 (O): -0.84, atom 47 (C): 0.95, atom 48 (F): -0.33, atom 49 (F): -0.32, atom 50 (F): -0.31, atom 51 (C): 0.97, atom 52 (F): -0.32, atom 53 (F): -0.33, atom 54 (F): -0.31, atom 55 (C): -0.64, atom 56 (C): 0.04, atom 57 (C): -0.25, atom 58 (C): 0.09, atom 59 (N): -0.47, atom 60 (C): 0.06, atom 61 (C): -0.20, atom 62 (H): 0.22, atom 63 (H): 0.23, atom 64 (H): 0.23, atom 65 (H): 0.22, atom 66 (H): 0.23, atom 67 (H): 0.22, atom 68 (H): 0.22

# C9H14N4

An isolated molecule of C9H14N4 in a non-equilibrium geometry (ωB97M-V with the def2-TZVPD basis set, OMol25).

Output
* SMILES string: [H]/N=C(\CN)Nc1cccc(CN)c1
* frontier orbital gap: 9.07 eV
* LUMO energy: 0.52 eV
* energy relative to the best compared isomer or geometry (same formula, charge and spin): 164.34 kcal/mol

The geometry in XYZ format:
```
27
C9H14N4 ωB97M-V with the def2-TZVPD basis set
C 3.21 -0.10 0.94
C 2.64 -0.03 -0.63
C 0.33 0.67 -0.62
C 0.21 1.84 0.06
C -1.17 2.13 0.41
C -2.12 1.30 0.11
C -2.11 0.09 -0.50
C -3.41 -0.71 -0.53
C -0.79 -0.12 -0.99
H 2.16 -2.05 1.44
H 1.33 -0.33 1.17
H 4.25 -0.50 1.07
H 3.02 1.06 1.27
H 4.67 -0.37 -1.11
H 1.29 -0.50 -1.98
H 1.15 2.29 0.27
H -1.32 2.89 0.90
H -3.06 1.57 0.79
H -3.08 -1.08 -1.54
H -4.45 -0.30 -0.38
H -3.58 -1.22 1.23
H -2.52 -2.20 0.38
H -0.51 -1.12 -1.57
N 2.20 -0.96 1.76
N 3.66 -0.38 -1.44
N 1.41 -0.18 -0.95
N -3.42 -1.67 0.43
```

Here is what natural (NBO) gives for the atomic charges, in e: atom 1 (C): -0.27, atom 2 (C): 0.42, atom 3 (C): 0.12, atom 4 (C): -0.27, atom 5 (C): -0.14, atom 6 (C): -0.22, atom 7 (C): -0.02, atom 8 (C): -0.24, atom 9 (C): -0.21, atom 10 (H): 0.36, atom 11 (H): 0.36, atom 12 (H): 0.22, atom 13 (H): 0.19, atom 14 (H): 0.36, atom 15 (H): 0.42, atom 16 (H): 0.23, atom 17 (H): 0.19, atom 18 (H): 0.19, atom 19 (H): 0.19, atom 20 (H): 0.23, atom 21 (H): 0.35, atom 22 (H): 0.36, atom 23 (H): 0.20, atom 24 (N): -0.84, atom 25 (N): -0.75, atom 26 (N): -0.64, atom 27 (N): -0.80

# C5H3NOS

An isolated molecule of C5H3NOS in a non-equilibrium geometry (ωB97M-V with the def2-TZVPD basis set, OMol25).

Output
* SMILES string: O=C1Nc2ccsc21
* frontier orbital gap (spin up / spin down): 7.37 / 7.37 eV
* LUMO energy (spin up / spin down): -0.52 / -0.52 eV
* energy relative to the best compared isomer or geometry (same formula, charge and spin): 72.66 kcal/mol

The geometry in XYZ format:
```
11
C5H3NOS ωB97M-V with the def2-TZVPD basis set
C -0.48 0.18 -0.11
C -0.61 1.57 0.12
C 0.63 -0.34 0.44
C 1.53 0.96 1.22
C 2.46 -0.13 1.46
N 1.64 -1.20 0.92
O 3.57 -0.21 1.91
S 0.61 2.34 1.03
H -1.24 -0.36 -0.65
H -1.44 2.15 -0.20
H 2.03 -1.96 0.37
```

Here is what natural (NBO) gives for the atomic charges, in e: atom 1 (C): -0.36, atom 2 (C): -0.38, atom 3 (C): 0.28, atom 4 (C): -0.55, atom 5 (C): 0.68, atom 6 (N): -0.66, atom 7 (O): -0.52, atom 8 (S): 0.64, atom 9 (H): 0.24, atom 10 (H): 0.24, atom 11 (H): 0.40

> Number 2 is which compound?

C24H29O3RuSSi

> Which of these has the highest energy relative to the best compared isomer or geometry (same formula, charge and spin)?

C9H14N4

> energy relative to the best compared isomer or geometry (same formula, charge and spin) of number 3 (C22H28F10N4OPtSSi)?

8.84 kcal/mol